This record from the Open Molecules 2025 dataset describes a structure of composition C5H5CoFLiO4 at a distorted geometry. The level of theory is ωB97M-V/def2-TZVPD.

Geometry as ORCA input:
```
! wB97M-V def2-TZVPD RIJCOSX def2/J DEFGRID3
* xyz 3 6
H -0.741 0.966 -1.233
O -0.063 -1.028 -0.754
O 0.632 -1.454 -2.772
O 1.463 -2.671 -1.039
C -0.625 -0.049 -1.600
C -0.319 -0.453 -2.853
C 0.788 -1.814 -1.505
H -0.485 0.004 -3.822
C 1.031 0.770 2.314
C -0.176 1.275 1.631
O -1.123 0.243 1.707
Li -2.833 0.579 2.222
Co -0.334 -1.318 1.154
F 1.382 -0.469 1.751
H 1.916 1.347 2.575
H -0.811 2.321 1.478
H 0.300 1.751 0.745
*
```

Computed properties:
* relative energy (zero: lowest compared OMol25 entry of this formula, charge and spin): 0.0 kJ/mol
* HOMO-LUMO gap (spin up / spin down): 6.525 / 5.325 eV
* <S²>: 8.769
* LUMO (spin up / spin down): -13.523 / -17.308 eV
* max |F|: 4.252 eV/A

Results of the Mulliken charge analysis, in e, for atoms 1 through 8: 0.461 -0.112 -0.105 -0.193 0.074 -0.034 0.593 0.439

=====

This record from the Open Molecules 2025 dataset describes an isolated molecule of C23H22N2O5 at a distorted geometry. The level of theory is ωB97M-V/def2-TZVPD.

Geometry as ORCA input:
```
! wB97M-V def2-TZVPD RIJCOSX def2/J DEFGRID3
* xyz 0 1
C -2.975 -4.454 0.631
H -2.886 -4.327 1.715
O -2.940 -3.220 -0.040
C -3.919 -2.306 0.228
C -3.816 -1.111 -0.485
C -4.750 -0.105 -0.304
C -5.799 -0.300 0.600
C -5.892 -1.482 1.299
C -4.959 -2.495 1.126
H -5.059 -3.408 1.690
H -6.703 -1.627 1.997
H -6.521 0.490 0.730
O -4.755 1.085 -0.959
C -3.669 1.425 -1.794
C -2.342 1.526 -1.080
C -1.215 0.912 -1.589
C 0.018 0.985 -0.938
C 0.091 1.697 0.259
C -1.022 2.324 0.778
C -2.247 2.258 0.116
O -3.382 2.867 0.537
C -3.369 3.573 1.752
H -2.676 4.421 1.718
H -3.110 2.923 2.593
H -4.384 3.944 1.884
H -0.931 2.871 1.703
H 1.037 1.750 0.774
C 1.173 0.327 -1.497
N 2.315 0.377 -0.930
N 3.352 -0.248 -1.478
C 4.601 -0.225 -0.915
C 4.840 0.470 0.275
C 6.100 0.484 0.825
C 7.150 -0.194 0.203
C 6.909 -0.888 -0.985
C 5.652 -0.906 -1.540
H 5.468 -1.443 -2.459
H 7.731 -1.407 -1.453
C 8.510 -0.202 0.759
O 9.457 -0.769 0.267
O 8.630 0.498 1.905
H 9.548 0.450 2.212
H 6.287 1.020 1.743
H 4.018 0.988 0.741
H 3.226 -0.769 -2.349
H 1.027 -0.225 -2.435
H -1.290 0.359 -2.516
H -3.589 0.716 -2.629
H -3.946 2.407 -2.192
H -2.987 -1.013 -1.164
H -2.116 -5.015 0.264
H -3.891 -5.010 0.405
*
```

Computed properties:
* relative energy (zero: lowest compared OMol25 entry of this formula, charge and spin): 240.1 kJ/mol
* HOMO-LUMO gap: 7.820 eV
* structure (SMILES): COc1cccc(OCc2cc(/C=N/Nc3ccc(C(=O)O)cc3)ccc2OC)c1
* LUMO: 0.270 eV
* max |F|: 1.305 eV/A

Results of the Mulliken charge analysis, in e, for atoms 1 through 8: -0.913 0.364 -0.388 0.224 0.050 0.630 -0.902 -0.592